Arrangement a

{"formula": "C10H16N2O5", "method": "ωB97M-V/def2-TZVPD", "symbols": ["C", "C", "C", "C", "C", "C", "C", "C", "C", "C", "H", "H", "H", "H", "H", "H", "H", "H", "H", "H", "H", "H", "H", "H", "H", "H", "N", "N", "O", "O", "O", "O", "O"], "xyz": [[0.40047, 0.88489, 2.01917], [0.15721, 0.58433, 0.46706], [1.47245, 1.66712, 2.49804], [1.57772, 1.00983, 4.11924], [0.29395, 0.15397, 4.29400], [-0.88373, -0.65500, -1.35798], [-1.46868, -1.99826, -1.54191], [0.23624, -0.70432, -2.39188], [-0.32658, -0.73557, -3.80021], [-0.89997, 0.61709, -4.31208], [1.53598, -0.68775, 2.74957], [-0.67663, 1.29232, 2.17132], [1.13626, 2.64007, 2.71938], [2.31814, 1.78417, 1.90548], [1.89877, 1.95275, 4.73763], [2.54951, 0.40223, 4.34436], [0.15932, -0.68888, 5.04576], [-0.71998, 0.95617, 4.20191], [-0.45807, -1.45356, 0.77780], [-1.63747, 0.11304, -1.67485], [0.86615, 0.20312, -2.01340], [0.69258, -1.56693, -2.19347], [-1.15665, -1.38419, -3.92307], [0.46655, -0.94496, -4.48159], [-1.91326, 2.06355, -4.06369], [0.01307, -3.23910, -0.57972], [0.33722, -0.43547, 2.84924], [-0.45548, -0.39769, 0.00139], [0.48609, 1.48743, -0.32559], [-2.38410, -2.16399, -2.36100], [-0.68040, 1.25631, -5.42594], [-1.99967, 1.24178, -3.46711], [-0.93702, -3.25452, -0.98788]], "mulliken_charge": [0.633, 0.012, -0.766, -0.750, -0.113, -0.150, 0.414, -0.754, -0.538, 0.525, 0.321, 0.145, 0.328, 0.411, 0.353, 0.235, 0.308, 0.202, 0.466, 0.337, 0.408, 0.354, 0.437, 0.298, 0.324, 0.356, -0.620, -0.291, -0.748, -0.549, -0.605, -0.454, -0.530], "spin_multiplicity": 1, "homo_lumo_gap_ev": 9.7}

---

Arrangement b

{"formula": "C10H16N2O5", "method": "ωB97M-V/def2-TZVPD", "symbols": ["O", "C", "O", "C", "C", "C", "N", "C", "O", "C", "C", "C", "C", "N", "C", "O", "O", "H", "H", "H", "H", "H", "H", "H", "H", "H", "H", "H", "H", "H", "H", "H", "H"], "xyz": [[-0.86213, -1.09530, -1.34963], [-2.02983, -0.78648, -1.49014], [-2.85181, -1.79737, -1.84462], [-2.69785, 0.50138, -1.39629], [-1.75984, 1.70522, -1.03484], [-1.10654, 1.67747, 0.33163], [0.02513, 0.77241, 0.36747], [1.04090, 0.89176, 1.28138], [1.06296, 1.83042, 2.06375], [2.16268, -0.09266, 1.22516], [2.93740, -0.00087, -0.11911], [2.64165, -1.35717, -0.85250], [2.36715, -2.29634, 0.34248], [1.79963, -1.49683, 1.39633], [-1.98847, 1.19172, 1.46291], [-2.16056, 0.05683, 1.87529], [-2.78027, 2.16037, 1.90820], [-2.18526, -2.56228, -1.83679], [-3.49780, 0.41241, -0.60157], [-3.24260, 0.72386, -2.29593], [-0.93587, 1.75536, -1.75983], [-2.34016, 2.62241, -1.06961], [-0.74411, 2.66381, 0.65166], [0.14443, 0.07681, -0.33892], [2.78855, 0.20601, 2.08656], [3.98225, 0.12799, 0.07398], [2.68425, 0.87384, -0.72343], [1.76482, -1.23981, -1.49033], [3.49782, -1.62844, -1.43673], [3.31983, -2.75137, 0.72209], [1.67207, -3.17222, 0.15834], [0.76534, -1.61148, 1.34120], [-3.47380, 1.63854, 2.35182]], "mulliken_charge": [-0.683, 0.693, -0.530, -0.695, -1.102, 0.278, 0.287, 0.234, -0.711, 0.099, -0.868, -0.389, -0.585, -0.487, 0.170, -0.581, -0.472, 0.366, 0.279, 0.523, 0.298, 0.453, 0.508, -0.019, 0.352, 0.438, 0.320, 0.048, 0.475, 0.265, 0.318, 0.356, 0.362], "smiles": "O=C(O)CC[C@H](NC(=O)[C@@H]1CCCN1)C(=O)O", "spin_multiplicity": 1, "homo_lumo_gap_ev": 9.2}

---

Most stable one: arrangement b, least stable one: arrangement a.